C26H33F3O8S3 | wB97M-V/def2-TZVPD

XYZ file:
```
73
Properties=species:S:1:pos:R:3:forces:R:3:lowdin_charge:R:1
O 4.017166 0.348099 6.331194 -4.219 3.925 -5.809 -0.0764
C 3.338656 1.022962 5.362654 2.634 -2.551 3.867 -0.2142
C 4.098362 1.225940 3.924177 -3.251 3.465 -1.186 0.0658
C 3.579423 2.318225 3.006786 1.582 -3.138 1.943 -0.0841
C 4.385517 2.526859 1.594498 0.038 1.268 1.040 -0.1586
C 3.613986 1.963326 0.262215 1.764 0.857 -1.158 -0.1017
C 4.499405 0.777118 -0.497360 -0.768 0.405 -1.923 -0.0579
F 5.870179 0.368662 -0.106120 -4.259 -0.047 0.367 -0.0484
C 3.867050 0.120237 -1.677364 0.985 0.378 1.346 -0.0247
F 4.060088 0.823557 -2.999450 -2.419 -2.355 3.923 -0.0330
F 3.074488 -1.125283 -1.501626 3.376 3.228 -1.950 -0.0154
C 2.305130 3.283276 3.412262 -0.822 3.734 -1.399 -0.1780
O 2.116522 4.450341 2.783504 1.109 -7.030 3.506 -0.0405
C 1.291997 2.809286 4.643405 -1.473 -1.030 2.205 -0.0233
C -0.180922 3.491938 4.872701 2.022 -3.201 2.846 0.0254
C -1.076859 2.966120 6.159807 3.807 -1.270 -0.945 -0.0140
C -0.529035 1.786495 7.183114 2.575 1.249 -3.236 -0.0260
C 0.947545 1.090622 6.965352 -1.254 3.137 -2.705 0.0136
C 1.838916 1.618013 5.680993 -2.055 1.248 -0.094 -0.0322
H 5.001626 0.526712 3.669273 -1.918 1.621 0.626 0.1338
H 4.532109 3.699706 1.453954 -0.372 -2.563 0.351 0.1301
H 5.471281 2.078719 1.756678 -2.495 0.736 -0.568 0.1245
H 3.584334 2.867272 -0.515632 -0.040 -1.923 1.539 0.1411
H 2.494734 1.648906 0.432318 2.509 0.199 -0.183 0.1351
H -0.539329 4.347702 4.159395 0.755 -1.917 1.588 0.1021
H -2.129922 3.439489 6.390435 2.891 -1.048 -0.810 0.0649
H -1.201766 1.464514 8.085819 1.552 0.766 -2.017 0.0707
H 1.387418 0.258482 7.697130 -1.078 2.116 -1.907 0.1112
O -4.223066 1.484434 5.623994 0.275 0.382 0.520 -0.3068
S -4.206040 1.829847 7.029887 -0.398 -0.126 -0.225 0.6818
O -3.301691 2.823364 7.573515 -0.902 -0.277 0.236 -0.3819
C -5.867985 2.230410 7.532981 -0.523 0.177 0.125 -0.2303
C -6.464833 0.895814 7.954138 -0.200 -0.194 -0.080 -0.2237
C -5.375791 0.191508 8.761938 -0.145 -0.115 0.351 -0.2174
C -4.068211 0.325241 7.983209 0.221 -0.568 0.351 -0.2233
H -6.405461 2.700014 6.707406 0.244 0.014 0.023 0.1131
H -5.804146 2.918477 8.381235 0.069 -0.056 -0.143 0.1121
H -7.380050 1.031160 8.537821 0.132 -0.008 -0.116 0.1197
H -6.712574 0.298810 7.068333 -0.001 0.121 0.097 0.1234
H -5.274395 0.678333 9.739515 -0.018 -0.066 -0.143 0.1210
H -5.621878 -0.859505 8.942800 0.081 0.176 -0.019 0.1190
H -3.207019 0.396813 8.652347 -0.062 0.029 -0.256 0.0951
H -3.930575 -0.506094 7.286354 0.044 0.248 -0.007 0.1140
O 0.866470 1.884110 -8.242096 -0.183 -0.427 -0.196 -0.3247
S 0.966880 0.447627 -8.091873 0.010 -0.094 -0.073 0.6726
O 0.204833 -0.473043 -8.911693 -0.067 0.467 0.018 -0.3397
C 2.687937 -0.008710 -8.164906 0.563 -0.115 -0.102 -0.2335
C 3.164421 0.091137 -6.723468 0.147 0.183 0.202 -0.2229
C 2.055720 -0.531950 -5.876623 0.186 -0.367 0.259 -0.2137
C 0.726769 0.038094 -6.369581 -0.197 -0.142 0.599 -0.2158
H 3.223349 0.659390 -8.841633 -0.237 -0.042 -0.027 0.1088
H 2.745772 -1.039069 -8.528310 -0.101 0.140 0.024 0.1114
H 4.120894 -0.419959 -6.580055 -0.134 0.089 -0.033 0.1189
H 3.296572 1.143083 -6.443499 0.039 -0.111 -0.089 0.1199
H 2.062562 -1.620502 -6.010580 -0.042 0.224 0.013 0.0944
H 2.199947 -0.331727 -4.810318 -0.056 -0.021 -0.175 0.1070
H -0.082136 -0.691281 -6.279012 0.047 0.230 -0.087 0.0824
H 0.462570 0.955641 -5.836685 -0.014 -0.077 -0.222 0.1102
O 0.902005 -3.653669 -6.585061 -0.181 0.137 0.369 -0.3222
S -0.416809 -3.712487 -5.990584 -0.274 0.216 0.100 0.6649
O -0.763705 -2.966349 -4.797523 0.524 -0.059 -0.342 -0.3280
C -1.622438 -3.364326 -7.255833 -0.298 0.161 -0.448 -0.2311
C -1.928913 -4.723590 -7.866754 0.022 -0.143 -0.222 -0.2219
C -2.045715 -5.690144 -6.689160 -0.321 -0.208 -0.033 -0.2218
C -0.860851 -5.427664 -5.761114 -0.063 -0.694 0.226 -0.2268
H -1.214386 -2.652184 -7.975091 0.103 0.062 0.185 0.0982
H -2.506839 -2.943172 -6.768483 0.173 -0.027 0.017 0.1150
H -2.845080 -4.698442 -8.463940 0.160 0.021 0.070 0.1194
H -1.106020 -5.035605 -8.520921 -0.113 0.095 0.050 0.1234
H -2.983435 -5.500086 -6.152975 0.136 -0.019 -0.076 0.1193
H -2.063426 -6.732767 -7.021606 0.003 0.157 0.094 0.1165
H -1.124523 -5.597670 -4.714170 0.225 0.152 -0.129 0.1065
H 0.003189 -6.040611 -6.032038 -0.046 0.214 0.057 0.1079
```
Positions in Å, forces in eV/Å.

Strongest force on any atom (eV/A): 8.18
Total charge: 0
Electronic energy (Ha): -3105.866133
Kohn-Sham gap (Ha): 0.2363
LUMO energy (eV): -2.0
HOMO energy (hartree): -0.3080